C5H9ClN2 in the gas phase in a non-equilibrium geometry. Source: OMol25; level of theory: ωB97M-V/def2-TZVPD.

Last column: Mulliken charge in e.
Atoms and positions in Å:
H: -1.6920 1.3121 -1.5731  0.34
N: -2.6352 0.8583 -0.9370  -0.60
C: -2.3970 -0.1733 -0.3250  0.23
N: -0.9652 -0.6566 -0.3995  -0.10
C: -0.6870 -1.8807 0.4606  -0.74
C: 0.0145 0.3516 -0.1858  -0.54
C: 1.4509 0.2572 -0.0115  0.49
C: 2.2575 1.4523 0.1697  -1.07
Cl: 2.2577 -1.0917 -0.8554  -0.24
H: -3.2841 -0.8050 0.2556  0.24
H: 0.1907 -2.5645 -0.0374  0.18
H: -0.2708 -1.4557 1.4914  0.28
H: -1.6776 -2.2964 0.6140  0.33
H: -0.1710 1.2914 0.3357  0.30
H: 1.8229 2.4118 0.6243  0.33
H: 2.8970 1.5669 -0.7077  0.26
H: 2.8888 1.4226 1.0812  0.31

Properties
- Energy relative to the best compared isomer or geometry (same formula, charge and spin): 422.64 kJ/mol
- Molecular weight: 132.59 g/mol
- LUMO level: 0.0225 hartree